Density functional theory data (ωB97M-V with the def2-TZVPD basis set) for a structure of composition C20H34Cl2N3O4Sr in a non-equilibrium geometry.

Lowest unoccupied orbital energy (alpha / beta) = 2.4178 / 2.4249 eV
Energy relative to the best compared isomer or geometry (same formula, charge and spin) = 582.71 kJ/mol
HOMO-LUMO gap (alpha / beta) = 0.1267 / 0.1197 hartree
Net charge = -1
HOMO energy (alpha / beta) = -1.0304 / -0.8335 eV

Last column: Löwdin charge in e.
Atoms and positions in Å:
O 0.920 -0.515 -3.505  0.0256
C 0.139 0.326 -3.915  -0.2030
C 0.404 1.760 -3.987  -0.2015
C 0.481 2.483 -2.798  -0.0430
H 0.240 2.015 -1.842  0.0718
C 0.737 3.849 -2.844  -0.0791
H 0.868 4.384 -1.906  0.1085
C 0.860 4.516 -4.057  -0.0873
H 1.120 5.566 -4.087  0.0971
C 0.577 3.811 -5.220  -0.1006
H 0.565 4.335 -6.162  0.0926
C 0.285 2.459 -5.185  -0.0478
H -0.117 1.937 -6.046  0.1111
H -0.957 0.057 -4.070  0.1498
C -1.817 -1.584 -1.407  -0.2059
C -2.072 -0.421 -0.503  -0.5505
H -2.384 -1.491 -2.343  0.0622
H -2.039 -2.599 -1.011  0.0519
H -0.760 -1.501 -1.705  0.0242
C -2.460 0.813 -0.820  -0.3618
C -3.953 1.089 -0.624  -0.1569
H -1.832 1.659 -1.212  0.0333
H -4.387 1.930 -1.182  0.0430
H -4.138 1.204 0.454  -0.0028
H -4.479 0.162 -0.906  0.0646
Sr -0.705 -0.295 1.219  1.0608
Cl -3.209 -0.128 2.503  -0.2581
C -0.643 0.559 4.213  -0.4083
O 0.195 -0.175 3.630  -0.1703
N -1.140 0.317 5.423  -0.1959
C -0.682 -0.869 6.137  -0.0396
C -2.220 1.090 6.009  -0.0595
H -1.045 1.439 3.677  0.0869
H 0.144 -1.299 5.564  0.0807
H -1.512 -1.594 6.205  0.0971
H -0.336 -0.563 7.135  0.0847
H -2.550 1.820 5.269  0.0854
H -1.859 1.609 6.904  0.0808
H -3.052 0.424 6.267  0.0895
H 4.648 2.151 -1.328  0.0856
H 3.998 2.336 0.876  0.0793
C 3.585 2.006 -1.592  -0.0467
C 3.134 1.658 0.859  -0.0646
N 2.935 1.236 -0.531  -0.1696
H 3.490 1.429 -2.524  0.0914
C 2.176 0.162 -0.795  -0.3001
O 1.579 -0.482 0.099  -0.1519
H 3.316 0.782 1.499  0.0931
H 2.130 -0.099 -1.877  0.1185
H 3.096 2.988 -1.722  0.0800
H 2.234 2.194 1.223  -0.0093
H 0.191 -6.194 1.492  0.0897
H 2.294 -5.747 -0.138  0.0861
C -0.370 -5.551 0.797  -0.0333
C 1.576 -5.161 -0.719  -0.0474
N 0.539 -4.625 0.142  -0.1870
H -1.136 -4.984 1.341  0.0952
C 0.433 -3.316 0.367  -0.2971
O -0.456 -2.806 1.090  -0.1178
H 2.087 -4.324 -1.196  0.0891
H 1.180 -2.704 -0.157  0.1202
H -0.831 -6.199 0.039  0.0891
H 1.130 -5.809 -1.477  0.0872
Cl -0.146 2.484 0.961  -0.2094

---

Density functional theory data (ωB97M-V with the def2-TZVPD basis set) for the ion C5H10O2 with charge -2 in a non-equilibrium geometry.

Lowest unoccupied orbital energy = 7.2756 eV
Energy relative to the best compared isomer or geometry (same formula, charge and spin) = 83.62 kJ/mol
SMILES = [O-]CCCCC[O-]
HOMO-LUMO gap = 0.2472 hartree
Net charge = -2
HOMO energy = 0.5486 eV

Last column: Löwdin charge in e.
Atoms and positions in Å:
O 1.943 -2.727 -1.328  -0.4291
C 1.861 -1.875 -0.278  -0.5765
C 0.696 -0.793 -0.565  -0.2248
C 0.331 0.222 0.516  -0.2606
C -0.559 1.422 0.105  -0.2222
C -2.115 1.272 0.255  -0.5570
O -2.616 2.262 1.071  -0.4628
H 1.669 -2.393 0.684  0.0551
H 2.790 -1.328 -0.010  0.0519
H 1.131 -0.280 -1.426  0.0862
H -0.099 -1.500 -0.754  0.0840
H 1.264 0.634 0.916  0.0835
H -0.285 -0.309 1.263  0.0938
H -0.499 1.466 -1.009  0.0822
H -0.413 2.323 0.712  0.0772
H -2.506 0.273 0.615  0.0677
H -2.594 1.333 -0.765  0.0514

---

Density functional theory data (ωB97M-V with the def2-TZVPD basis set) for an isolated molecule of C15H20N4O2.

Lowest unoccupied orbital energy = 0.5307 eV
Energy relative to the best compared isomer or geometry (same formula, charge and spin) = 129.30 kJ/mol
SMILES = O=c1[nH]c(CN2CCN(CCO)CC2)nc2ccccc12
HOMO-LUMO gap = 0.3395 hartree
HOMO energy = -8.7072 eV

Last column: Löwdin charge in e.
Atoms and positions in Å:
O -2.846 -0.170 -4.212  0.0787
C -2.320 -0.168 -3.120  -0.4067
N -0.936 -0.062 -3.007  0.1873
C -0.259 -0.054 -1.818  -0.2762
C 1.246 0.071 -1.932  -0.1238
N 2.016 0.092 -0.716  -0.1618
C 1.946 -1.131 0.063  -0.1785
C 3.006 -1.077 1.159  -0.1847
N 2.755 0.057 2.030  -0.1775
C 3.662 0.079 3.162  -0.1929
C 3.175 1.029 4.264  -0.2654
O 3.856 0.831 5.478  -0.0667
C 2.809 1.277 1.244  -0.1756
C 1.753 1.231 0.144  -0.1756
N -0.844 -0.143 -0.684  0.1617
C -2.213 -0.252 -0.652  -0.2005
C -2.851 -0.348 0.588  -0.0103
C -4.221 -0.458 0.650  -0.0717
C -4.988 -0.475 -0.514  -0.0760
C -4.377 -0.381 -1.744  -0.0087
C -2.988 -0.269 -1.826  -0.0752
H -0.426 0.011 -3.880  0.1627
H 1.464 0.995 -2.482  0.1319
H 1.605 -0.769 -2.541  0.1319
H 2.147 -1.980 -0.595  0.1234
H 0.957 -1.259 0.524  0.1126
H 2.957 -1.994 1.751  0.1199
H 4.004 -1.013 0.691  0.1273
H 3.689 -0.933 3.581  0.1197
H 4.692 0.348 2.871  0.1305
H 3.366 2.071 4.001  0.1118
H 2.092 0.892 4.391  0.1232
H 3.720 -0.079 5.767  0.0842
H 2.609 2.128 1.894  0.1148
H 3.806 1.408 0.785  0.1292
H 1.813 2.144 -0.454  0.1241
H 0.758 1.167 0.604  0.1136
H -2.244 -0.333 1.480  0.1120
H -4.710 -0.531 1.611  0.1046
H -6.062 -0.561 -0.448  0.1029
H -4.944 -0.391 -2.662  0.1198

---

Density functional theory data (ωB97M-V with the def2-TZVPD basis set) for a structure of composition C5H8O in a non-equilibrium geometry.

Lowest unoccupied orbital energy (alpha / beta) = 0.0888 / 0.1893 eV
Energy relative to the best compared isomer or geometry (same formula, charge and spin) = 567.85 kJ/mol
HOMO-LUMO gap (alpha / beta) = 0.2914 / 0.2886 hartree
HOMO energy (alpha / beta) = -7.8404 / -7.6628 eV

Last column: Löwdin charge in e.
Atoms and positions in Å:
C -0.709 -0.678 -0.159  -0.2268
C -1.369 0.577 0.210  -0.1519
C -0.165 1.507 0.340  -0.0794
C 1.061 0.967 0.196  -0.0864
C 1.189 -0.478 0.207  -0.1753
O 0.184 -1.144 0.809  -0.0954
H -0.172 -2.323 -0.985  0.0797
H -0.352 -0.649 -1.184  0.0727
H -2.066 0.878 -0.579  0.1176
H -1.921 0.502 1.158  0.1307
H -0.308 2.518 0.688  0.0948
H 1.966 1.566 0.186  0.1072
H 2.148 -1.006 0.165  0.1286
H 0.574 -2.303 -1.149  0.0838

---

Density functional theory data (ωB97M-V with the def2-TZVPD basis set) for a structure of composition C35H40Cl5NNiO3Se2 in a non-equilibrium geometry.

Lowest unoccupied orbital energy (alpha / beta) = 3.8868 / 3.8868 eV
⟨S²⟩ = 2.006
Multiplicity = 3
HOMO-LUMO gap (alpha / beta) = 0.2319 / 0.2303 hartree
Net charge = -2
HOMO energy (alpha / beta) = -2.4242 / -2.3790 eV

Last column: Löwdin charge in e.
Atoms and positions in Å:
Ni -1.826 -0.884 -1.387  0.2100
C 6.240 -0.273 -1.690  -0.0764
C 5.201 -0.484 -0.585  -0.5652
C 5.334 0.669 0.417  -0.0539
C 5.530 -1.814 0.105  -0.0588
C 3.769 -0.512 -1.102  -0.2044
C 2.727 -0.792 -0.233  -0.0973
C 1.418 -0.773 -0.673  -0.3766
Se 0.021 -1.434 0.496  1.1403
C -0.601 0.065 1.571  -0.3732
C -0.062 0.239 2.827  -0.1010
C -0.580 1.196 3.689  -0.2035
C -1.692 1.904 3.245  -0.0044
C -2.278 1.743 2.001  -0.0875
C -1.700 0.824 1.071  -0.3867
O -2.127 0.664 -0.117  -0.2160
C -3.563 2.524 1.720  -0.5315
C -4.161 2.290 0.334  -0.0704
C -3.305 4.033 1.845  -0.0543
C -4.629 2.099 2.746  -0.0554
C 0.065 1.405 5.052  -0.5635
C 1.497 1.915 4.842  -0.0540
C 0.089 0.070 5.811  -0.0577
C -0.674 2.418 5.929  -0.0752
C 1.052 -0.467 -2.007  -0.3846
O -0.162 -0.395 -2.397  -0.1789
C 2.143 -0.274 -2.914  -0.0928
C 3.436 -0.284 -2.438  0.0074
C 1.819 -0.142 -4.396  -0.5366
C 3.073 -0.027 -5.272  -0.0814
C 0.947 1.095 -4.634  -0.0376
C 1.052 -1.396 -4.838  -0.0381
H 7.241 -0.268 -1.253  0.0741
H 6.087 0.677 -2.196  0.0798
H 6.190 -1.078 -2.420  0.0822
H 6.347 0.713 0.820  0.0724
H 4.635 0.545 1.238  0.0738
H 5.112 1.614 -0.075  0.0869
H 6.570 -1.830 0.433  0.0719
H 5.371 -2.638 -0.588  0.0869
H 4.897 -1.974 0.972  0.0699
H 2.910 -1.041 0.804  0.0916
H 0.763 -0.398 3.121  0.0900
H -2.144 2.618 3.918  0.0876
H -3.477 2.595 -0.451  0.0586
H -5.080 2.869 0.232  0.0828
H -4.398 1.242 0.180  0.0758
H -2.576 4.343 1.099  0.0901
H -2.931 4.306 2.830  0.0637
H -4.230 4.581 1.669  0.0749
H -4.817 1.031 2.661  0.0862
H -5.562 2.630 2.556  0.0739
H -4.318 2.312 3.767  0.0652
H 2.076 1.205 4.260  0.0733
H 1.998 2.074 5.797  0.0725
H 1.479 2.858 4.299  0.0867
H 0.694 -0.666 5.291  0.0701
H -0.922 -0.321 5.895  0.0873
H 0.496 0.199 6.815  0.0723
H -0.691 3.403 5.467  0.0799
H -0.167 2.506 6.891  0.0742
H -1.696 2.094 6.113  0.0813
H 4.239 -0.124 -3.138  0.0794
H 3.640 0.875 -5.039  0.0763
H 2.775 0.025 -6.319  0.0739
H 3.714 -0.899 -5.146  0.0761
H 1.479 2.000 -4.339  0.0840
H 0.037 1.020 -4.048  0.0737
H 0.681 1.170 -5.688  0.0780
H 1.648 -2.289 -4.650  0.0860
H 0.822 -1.345 -5.902  0.0773
H 0.121 -1.476 -4.284  0.0766
Cl -5.818 -6.889 -0.845  0.6108
C -4.770 -5.630 -1.377  -0.7464
C -4.467 -4.565 -0.532  -0.7162
Cl -5.123 -4.528 1.062  0.6576
C -3.642 -3.551 -0.953  -0.5581
Cl -3.339 -2.180 0.033  0.8160
C -2.988 -3.552 -2.230  -0.4948
O -2.165 -2.675 -2.567  -0.1457
C -3.361 -4.649 -3.071  -0.6154
Cl -2.680 -4.706 -4.648  0.6852
C -4.217 -5.647 -2.654  -0.7242
Cl -4.594 -6.960 -3.703  0.6379
Se -3.433 0.158 -2.959  0.6505
C -3.255 1.929 -3.027  -0.9102
N -3.212 3.081 -3.135  -0.0051

---

Density functional theory data (ωB97M-V with the def2-TZVPD basis set) for the ion C7H10NO3 with charge -1 in a non-equilibrium geometry.

Lowest unoccupied orbital energy = 3.6560 eV
Energy relative to the best compared isomer or geometry (same formula, charge and spin) = 429.20 kJ/mol
HOMO-LUMO gap = 0.2899 hartree
Net charge = -1
HOMO energy = -4.2325 eV

Last column: Löwdin charge in e.
Atoms and positions in Å:
C -1.253 -1.484 -1.196  -0.1217
C -1.362 -0.375 -0.524  0.0520
C -2.445 0.621 -0.253  -0.7338
C 0.518 -0.395 0.428  -0.3488
C 0.143 -0.951 1.786  -0.0869
C 1.392 1.589 -0.804  -0.1552
C 0.966 1.045 0.444  -0.2890
N 1.054 -1.400 -0.486  0.0219
O -3.610 0.396 -0.638  -0.0563
O -1.984 1.586 0.418  -0.0841
O -0.040 -2.213 -1.137  -0.1323
H -1.835 -1.870 -1.915  0.0794
H -0.579 -0.455 2.465  0.0793
H 1.060 -1.219 2.462  0.0862
H -0.285 -2.034 1.588  0.1052
H 1.744 2.669 -0.836  0.0895
H 0.510 1.672 -1.429  0.0836
H 2.348 1.130 -1.128  0.0783
H 0.141 1.541 0.890  0.0804
H 1.903 1.138 1.135  0.1404
H 1.611 -0.987 -1.266  0.1118